Entry from the OMol25 dataset: a structure of composition C27H18ClN8OS3V (the ωB97M-V functional and the def2-TZVPD basis).

XYZ file:
```
59
Properties=species:S:1:pos:R:3:forces:R:3
V 0.65464 0.15730 0.26503 -1.1 1.2 0.6
Cl 4.52633 -3.91780 -4.40329 0.0 0.1 0.1
S -2.47196 -0.48652 -0.94946 0.1 -0.1 -0.4
S 1.89471 0.95934 2.08339 0.1 0.0 0.1
S -0.02980 2.36287 -0.13196 -0.2 0.1 0.5
O 1.98326 0.05499 -0.95707 1.7 -0.5 -1.5
N -0.18173 0.41990 -2.90659 -0.2 0.1 0.0
N -1.45384 0.14536 -3.40934 0.4 0.1 0.0
N -3.13966 -0.08654 -4.79325 0.1 0.0 0.3
N -1.47548 7.09802 3.54457 0.0 0.0 0.0
N 0.86291 5.22314 6.37670 0.0 0.0 0.0
N -0.85574 -0.34061 1.69264 -0.2 -0.5 0.2
N -3.48587 -0.37355 -3.49576 -0.3 -0.1 -0.1
N 0.77380 -1.92304 0.32345 -0.7 -0.4 0.9
C 0.06271 -3.85065 1.73926 0.0 -0.4 0.3
C 0.71448 4.79395 5.32148 -0.1 -0.1 -0.5
C -1.88978 0.24218 -4.71133 -0.1 0.0 0.0
C -1.68957 0.47775 2.28600 0.0 0.0 0.0
C 0.54953 4.23569 3.99303 0.1 0.2 0.5
C 1.16868 3.03886 3.68227 0.1 -0.1 0.0
C 1.03838 2.44909 2.42162 0.0 0.0 0.0
C 3.76838 -2.74627 -3.35983 0.0 0.0 0.0
C 4.09020 -1.39031 -3.49407 0.1 0.1 -0.1
C 2.56958 -0.83381 -1.71979 -0.4 0.7 0.6
C -1.58176 -3.50622 3.46951 0.0 0.1 0.1
C 1.36394 -2.65699 -0.54696 0.3 -0.2 -0.4
C 2.87106 -3.14740 -2.40797 0.0 -0.1 -0.1
C -0.91699 6.12003 3.31670 0.3 -0.4 0.0
C -2.51841 0.08363 3.36025 0.0 0.2 -0.1
C 0.24073 3.09524 1.45439 0.1 -0.1 -0.1
C -1.64135 -2.13328 3.12877 -0.2 -0.1 0.2
C -0.36989 4.30557 1.77342 -0.1 0.0 -0.1
C -1.01825 0.65670 -5.83813 -0.1 0.0 0.0
C -2.48523 -0.25886 -2.60739 0.1 0.0 0.1
C 3.50716 -0.44116 -2.68623 0.1 -0.2 -0.2
C -0.22749 4.88079 3.02610 -0.3 0.4 0.0
C 0.00425 -2.53870 1.38175 0.5 0.4 -0.7
C -0.74503 -4.34164 2.79291 0.1 0.0 -0.2
C -0.83856 -1.65316 2.09029 0.0 0.3 -0.2
C -2.48615 -1.20448 3.78615 0.0 -0.2 0.0
C 2.26364 -2.19214 -1.57746 -0.4 -0.6 0.3
H -4.42604 -0.64656 -3.26809 0.0 0.0 0.0
H -1.61226 0.66578 -6.74824 0.0 0.0 0.0
H -3.15534 0.82203 3.82650 0.0 0.0 0.0
H 3.75598 0.60789 -2.77103 0.0 0.0 0.0
H 1.20624 -3.73453 -0.51355 0.1 0.0 -0.1
H -3.09945 -1.53907 4.61434 0.0 0.0 0.0
H -1.71727 1.48864 1.90119 0.0 0.0 0.1
H -0.15778 1.38281 -2.57556 0.1 0.0 0.0
H -0.18541 -0.03617 -5.97324 0.0 0.0 0.0
H -2.20380 -3.87505 4.27571 0.0 0.0 0.0
H -0.61025 1.65475 -5.67147 0.0 0.0 0.0
H -0.97664 4.80637 1.03014 0.0 0.0 0.0
H 4.81423 -1.09566 -4.24316 0.0 0.0 0.0
H 1.76997 2.54555 4.43494 0.0 0.0 0.0
H 0.50337 0.29551 -3.64241 0.0 -0.1 0.1
H 2.63668 -4.19883 -2.29146 0.0 0.0 0.0
H -0.68819 -5.38847 3.05856 0.0 0.0 0.0
H 0.74015 -4.53224 1.24303 0.0 0.0 0.0
```
Positions in Å, forces in eV/Å.

Values from the calculation:
* E_tot: -112977.8361 eV
* 2S+1: 3
* relative energy (zero: lowest compared OMol25 entry of this formula, charge and spin): 0.567 eV
* orbital gap (alpha / beta): 0.23023 / 0.23575 Eh

Entry from the OMol25 dataset: a structure of composition C27H18F15N6SW (the ωB97M-V functional and the def2-TZVPD basis).

XYZ file:
```
68
Properties=species:S:1:pos:R:3:forces:R:3
W -0.02269 0.84628 0.01057 -0.7 -0.3 0.5
S -0.08980 -3.79170 -0.60912 0.0 0.0 0.0
F -2.27550 0.00355 2.13629 0.0 0.0 0.0
F 2.89620 0.44069 -2.94132 0.0 0.0 0.0
F -2.49732 0.17085 4.79383 0.0 0.0 0.0
F -1.37722 0.08958 -3.29691 0.0 0.0 0.0
F -4.24039 0.23069 0.44091 0.0 0.0 0.0
F 4.43503 -1.72061 -3.41397 0.0 0.0 0.0
F 1.78220 2.09864 5.03636 0.0 0.0 0.0
F 4.08004 -2.95260 1.10836 0.0 0.0 0.0
F -0.46585 1.21159 6.26965 0.0 0.0 0.0
F 5.02260 -3.43768 -1.39155 0.0 0.0 0.0
F 2.00938 1.98464 2.39254 0.0 0.0 0.0
F -2.84765 -1.89357 -4.34915 0.0 0.0 0.0
F -5.04942 -2.80256 -3.03630 0.0 0.0 0.0
F -5.74640 -1.71438 -0.65036 0.0 0.0 0.0
F 2.59063 -0.78739 1.59996 -0.1 0.0 0.0
N 0.05305 3.00967 -0.50624 0.0 0.2 -0.1
N -0.05808 -1.32906 -0.11025 0.2 0.1 -0.1
N 1.87437 1.02335 -0.43660 0.3 0.0 -0.2
N 0.17843 -1.40596 -1.46381 -0.1 -0.1 0.0
N -1.85309 1.10144 -0.74152 0.2 0.0 0.1
N 0.39040 -2.98245 -3.16439 0.0 0.0 0.0
C -2.69847 0.13858 -1.33527 0.0 0.0 -0.1
C 0.86674 1.52937 2.93992 0.1 0.0 0.0
C 0.60368 -3.67580 2.54418 0.0 0.0 0.0
C -0.14299 1.01544 2.13347 0.0 0.0 0.0
C 0.09934 3.92707 0.65853 0.0 0.0 0.0
C 0.17364 -2.63478 -1.88239 0.0 0.0 0.0
C -3.86185 -0.30738 -0.71592 0.0 0.0 0.0
C -2.32572 2.49707 -0.78330 0.1 0.1 -0.1
C -1.40107 0.62514 4.19665 0.0 0.0 0.0
C -2.41048 -0.38912 -2.59175 0.0 0.0 0.0
C -0.36451 1.14923 4.95248 0.0 0.0 0.0
C 3.81099 -2.10756 0.11664 0.0 0.0 0.0
C -1.26456 0.56790 2.82235 -0.1 0.0 0.0
C 1.29177 3.17108 -1.32692 0.0 0.0 -0.1
C 2.73619 -0.07428 -0.65034 0.0 0.0 -0.2
C 3.22939 -0.35975 -1.92315 0.0 0.0 0.0
C -4.30392 -1.84805 -2.49783 0.0 0.0 0.0
C -0.20242 -2.46585 0.49641 0.0 0.0 0.0
C -4.65515 -1.29449 -1.27802 0.0 0.0 0.0
C 4.29295 -2.35790 -1.15520 0.0 0.0 0.0
C -3.17816 -1.38765 -3.16090 0.0 0.0 0.0
C -0.39674 -2.67569 1.95862 0.0 0.0 0.0
C -1.16625 3.31694 -1.31728 -0.1 0.0 0.0
C 4.00077 -1.47411 -2.18418 0.0 0.0 0.0
C 2.42105 2.36533 -0.71633 -0.1 0.0 0.0
C 0.78183 1.60115 4.31851 0.0 0.0 0.0
C 3.04720 -0.97700 0.35774 0.1 0.0 0.0
H 3.24809 2.31553 -1.42329 0.0 0.0 0.0
H 1.08081 2.75674 -2.31368 0.0 0.0 0.0
H -3.19390 2.60301 -1.43579 0.0 0.0 0.0
H 1.52905 4.23171 -1.43924 0.1 0.0 0.0
H -1.41864 -3.02382 2.12825 0.0 0.0 0.0
H -2.63238 2.83582 0.21056 0.0 0.0 0.0
H 0.13107 4.96151 0.30892 0.0 0.0 0.0
H 0.49655 -4.66296 2.09243 0.0 0.0 0.0
H -1.36127 4.39163 -1.30735 0.0 0.0 0.0
H 0.42767 -3.78181 3.61300 0.0 0.0 0.0
H -0.29314 -1.70965 2.44582 0.0 0.1 0.0
H 0.20534 -3.91877 -3.47754 0.0 0.0 0.0
H 0.98195 3.72512 1.25746 0.0 0.0 0.0
H 0.35804 -2.24782 -3.85390 0.0 0.0 0.0
H -0.97225 3.00251 -2.34219 0.0 0.0 0.0
H -0.78451 3.78196 1.27595 0.0 0.0 0.0
H 1.62902 -3.33773 2.39889 0.0 0.0 0.0
H 2.79636 2.80910 0.20804 0.0 0.0 0.0
```
Positions in Å, forces in eV/Å.

Values from the calculation:
* E_tot: -90646.8310 eV
* 2S+1: 3
* orbital gap (alpha / beta): 0.29590 / 0.30725 Eh
* charge: +1

Entry from the OMol25 dataset: a structure of composition C27H19BF5N10O5SSc (the ωB97M-V functional and the def2-TZVPD basis).

XYZ file:
```
69
Properties=species:S:1:pos:R:3:forces:R:3
Sc 0.83112 0.34778 -0.00169 0.1 0.0 0.4
S 2.54133 2.44086 0.63673 -0.1 0.0 -0.1
F 4.26162 -4.82775 -2.41140 0.0 0.0 0.0
F 3.82636 -0.23519 -1.66036 0.0 -0.1 -0.1
F 0.44075 -3.24124 -0.23585 0.0 -0.1 0.0
F 5.21097 -2.28167 -2.62443 0.0 0.0 0.0
F 1.85848 -5.26533 -1.19581 0.0 0.0 0.0
O 1.04120 2.46253 0.30863 0.2 0.1 -0.1
O 3.27826 2.99665 -0.48843 0.0 0.0 0.0
O 1.27083 0.95163 -2.05714 0.0 0.1 -0.3
O 2.80462 3.07664 1.90365 0.0 -0.1 0.0
O 2.72566 0.92744 0.70546 0.0 -0.1 0.1
N -0.92635 1.01136 1.47603 -0.1 0.1 0.0
N -1.87944 -1.59889 0.11383 0.0 -0.1 -0.1
N -2.81966 -2.07929 2.48504 0.2 0.1 0.1
N -1.02757 -0.89779 -0.67012 0.0 0.1 0.0
N 0.74852 -1.12724 1.75980 0.0 -0.1 0.1
N -0.36526 -1.78275 2.14219 0.0 -0.2 0.0
N -3.79240 -2.88423 2.01485 -0.1 0.0 0.0
N -1.22489 2.14276 -1.69971 0.1 0.1 -0.2
N -1.89983 0.16537 1.87759 -0.1 0.1 0.0
N -1.06540 4.31314 -1.32718 0.2 0.0 0.0
C -4.46769 -3.29667 3.07331 0.0 0.0 0.0
C 2.81681 2.06423 -3.40070 0.1 -0.1 0.0
C 1.77836 -1.74510 2.32036 0.0 0.1 -0.1
C -0.45135 3.20683 -1.83946 -0.3 -0.1 0.1
C 1.61108 2.01729 -2.60859 0.0 0.0 0.0
C 1.36497 4.42431 -2.98730 -0.1 -0.1 0.0
C -2.88269 -1.99322 3.83787 0.0 0.0 -0.1
C 2.33306 -4.00847 -1.30890 -0.1 -0.1 0.0
C 3.54959 -3.79638 -1.92476 0.0 0.0 0.0
C -2.85164 0.83974 2.54816 0.0 0.0 0.0
C 0.83934 3.24716 -2.47488 0.1 0.1 -0.1
C -3.93659 -2.76324 4.26255 0.0 0.0 0.0
C -2.26663 3.91792 -0.81443 -0.1 0.0 0.0
C -1.26005 2.21583 1.92173 0.1 0.0 0.0
C -2.64926 -2.39617 -0.65050 0.0 0.0 0.0
C -1.27620 -1.24840 -1.92283 0.0 0.0 0.0
C 3.26323 -1.46033 -1.51817 -0.1 0.1 0.1
C 1.62604 -2.92186 -0.82213 0.0 0.2 0.0
C 2.57201 4.43531 -3.66095 0.0 0.0 0.0
C 1.33915 -2.83847 3.07067 0.0 0.0 0.1
C -0.03106 -2.82961 2.92065 0.0 0.0 0.0
C 2.03376 -1.60029 -0.89335 0.1 -0.1 -0.1
C 4.02061 -2.50344 -2.02940 0.1 0.1 0.0
C 3.28841 3.24189 -3.88376 0.0 0.0 0.0
C -2.48003 2.16595 2.60485 0.0 0.0 0.0
C -2.35018 2.57716 -1.07231 -0.1 0.0 0.1
C -2.29746 -2.19834 -1.97010 0.0 0.0 0.0
B -1.76615 -1.35675 1.63097 0.0 0.0 0.0
H -0.62286 5.20034 -1.16587 0.0 0.0 0.0
H 1.93149 -3.53707 3.63628 0.0 0.0 0.0
H 0.81217 5.35127 -2.89313 0.0 0.0 0.0
H -0.70338 -0.80394 -2.72094 0.0 0.0 0.0
H -0.59936 3.04261 1.72163 0.0 0.0 0.0
H 2.77384 -1.37264 2.13705 0.0 0.0 0.0
H 3.35312 1.13167 -3.50433 0.0 0.0 0.0
H -0.78386 -3.49246 3.31157 0.0 0.0 0.0
H 4.22531 3.27727 -4.42350 0.0 0.0 0.0
H -2.71822 -2.67983 -2.83608 0.0 0.0 0.0
H -3.00876 2.97458 3.08006 0.0 0.0 0.0
H -2.92871 4.59869 -0.30770 0.0 0.0 0.0
H -3.71375 0.33067 2.94544 0.0 0.0 0.0
H -3.38630 -3.03071 -0.19374 0.0 0.0 0.0
H -4.26918 -2.91715 5.27506 0.0 0.0 0.0
H -2.17674 -1.39117 4.38774 0.0 0.0 0.0
H 2.96119 5.37075 -4.04205 0.0 0.0 0.0
H -3.14743 1.89812 -0.81289 0.0 0.0 0.0
H -5.30689 -3.96271 2.94515 0.0 0.0 0.0
```
Positions in Å, forces in eV/Å.

Values from the calculation:
* E_tot: -99253.8816 eV
* 2S+1: 2
* relative energy (zero: lowest compared OMol25 entry of this formula, charge and spin): 0.578 eV
* orbital gap (alpha / beta): 0.30348 / 0.21074 Eh
* charge: -1

Entry from the OMol25 dataset: a structure of composition C27H19F3N6O5RuS2 (the ωB97M-V functional and the def2-TZVPD basis).

XYZ file:
```
63
Properties=species:S:1:pos:R:3:forces:R:3
Ru -0.33912 -0.26744 -1.51100 1.3 0.2 -1.1
S 0.06072 -3.18511 -2.53282 -0.3 -0.6 -0.3
S -0.49487 2.13555 -3.24132 0.1 0.4 0.2
F -2.36629 -3.45164 -1.54572 0.0 -0.1 0.0
F -2.01635 -4.60304 -3.34566 0.0 0.0 0.0
F -1.18934 -5.26439 -1.45730 0.0 0.0 0.0
O 0.98924 -4.12214 -3.09430 0.0 0.0 0.1
O 1.38314 -0.05654 -2.88112 -0.3 -0.5 0.3
O -0.43214 -2.13474 -3.40318 0.1 0.0 0.1
O 0.39075 -2.68279 -1.19202 0.0 0.3 -0.2
O -0.85295 1.26678 0.15046 0.2 -0.1 0.2
N 1.09406 0.44655 1.07595 0.0 -0.2 0.4
N 0.12270 -3.46711 4.41766 0.0 0.0 0.0
N 1.33367 -0.05558 -0.18984 0.4 0.2 0.6
N -1.56983 -1.37031 0.46431 0.1 -0.2 0.2
N -3.38532 -0.20578 -2.53540 0.3 0.0 0.1
N -0.99183 3.66421 -1.14928 0.3 0.0 0.1
C -2.63895 -1.85807 2.98360 0.0 0.0 0.1
C -1.74847 2.09938 2.64498 0.1 0.0 -0.1
C 4.08082 -2.08484 -1.51230 -0.2 0.1 0.1
C -3.38201 -1.22694 2.00649 -0.1 0.1 0.1
C -0.51795 1.46198 2.50496 -0.2 -0.1 0.1
C 0.18254 1.08771 3.65057 0.0 0.0 0.0
C -0.06024 1.05550 1.14376 0.1 0.2 -0.4
C -2.26456 -0.21610 -2.23188 -2.1 0.0 -0.3
C 4.08497 -2.20231 -3.90552 0.0 0.0 0.1
C 4.63213 -2.57665 -2.66256 0.1 -0.1 -0.1
C 1.09976 4.09319 -2.14753 0.2 0.2 0.1
C -1.59645 1.93302 5.03793 0.0 0.0 0.0
C -1.34742 -2.26323 2.66660 -0.1 0.1 -0.1
C -2.81169 -0.99796 0.76460 -0.1 0.0 0.0
C -1.46034 -4.18335 -2.20525 0.0 0.1 0.1
C -0.77730 4.61151 -0.21469 0.0 0.1 0.1
C 2.96146 -1.22830 -1.54253 -0.1 -0.1 -0.5
C 2.38204 -0.86805 -2.80438 0.4 0.3 0.4
C -0.35503 1.32210 4.90666 0.0 0.0 0.0
C -0.10210 3.33717 -2.13110 -0.3 -0.3 -0.5
C -2.28450 2.33785 3.90241 0.0 0.0 0.0
C 0.36174 5.34994 -0.23048 0.0 0.2 0.1
C -0.52561 -2.92816 3.63658 0.0 0.0 0.0
C 2.44444 -0.71490 -0.32306 0.0 0.2 0.3
C 1.32510 5.07251 -1.22555 -0.1 -0.1 -0.1
C -0.85609 -2.00209 1.38768 0.1 0.0 0.1
C 3.00219 -1.37027 -3.97942 -0.1 0.1 0.0
H -2.02753 2.08273 6.02033 0.0 0.0 0.0
H 2.55297 -1.09410 -4.92484 0.0 0.0 0.0
H 5.47356 -3.25622 -2.61874 0.0 0.0 0.0
H 0.18687 1.00695 5.79039 0.0 0.0 0.0
H -2.28530 2.37519 1.74595 0.0 -0.1 0.0
H -4.39260 -0.89259 2.19968 0.0 0.0 0.0
H 3.02024 -0.87635 0.58980 0.1 0.1 0.0
H 4.52724 -2.58744 -4.81695 0.0 0.0 0.0
H 4.47797 -2.37634 -0.54488 0.0 0.0 0.0
H -3.03204 -2.03265 3.97670 0.0 0.0 0.0
H 0.14054 -2.31774 1.11021 0.0 0.0 -0.1
H 0.51976 6.12081 0.50898 0.0 0.0 0.0
H 2.25103 5.63405 -1.25000 0.0 0.0 0.0
H 1.82867 3.84881 -2.90570 0.0 0.0 0.0
H -3.25049 2.81974 3.99708 0.0 0.0 0.0
H -1.77141 3.02504 -1.05564 0.0 0.0 0.0
H -1.55952 4.74703 0.51860 0.0 -0.1 0.0
H -3.36294 -0.50709 -0.02913 0.0 0.0 0.0
H 1.13826 0.59308 3.53816 0.0 0.0 0.0
```
Positions in Å, forces in eV/Å.

Values from the calculation:
* E_tot: -79890.5847 eV
* 2S+1: 6
* relative energy (zero: lowest compared OMol25 entry of this formula, charge and spin): 0.606 eV
* orbital gap (alpha / beta): 0.25533 / 0.23146 Eh
* charge: -1